DFT (ωB97M-V with the def2-TZVPD basis set) results for a molecular structure, C18H25F2MnN2O6S5 at a distorted geometry.

Element x y z (Å)
Mn  0.27521  -0.87450  0.39575
C  -2.52242  -2.59542  0.39922
C  -2.74361  -1.26657  -0.30963
O  -1.69489  -1.13870  -1.24195
C  -1.63121  0.13298  -1.87971
C  -0.37831  0.11774  -2.69356
O  0.73154  -0.08528  -1.81383
C  1.85129  -0.75542  -2.37809
C  2.07162  -2.11925  -1.72224
O  0.79338  -2.61236  -1.36775
C  0.77736  -3.79593  -0.57615
C  -0.65184  -4.00936  -0.17065
O  -1.12988  -2.86563  0.53498
H  -2.99335  -3.40921  -0.15138
H  -2.95669  -2.54245  1.39563
H  -2.72592  -0.43338  0.39486
H  -3.71463  -1.27538  -0.81253
H  -1.59504  0.93376  -1.13774
H  -2.49529  0.29519  -2.53091
H  -0.27268  1.06925  -3.21523
H  -0.41525  -0.69659  -3.41983
H  2.73733  -0.14464  -2.21645
H  1.69266  -0.87091  -3.45168
H  2.69674  -2.03453  -0.83145
H  2.56719  -2.78713  -2.43386
H  1.40079  -3.67496  0.30661
H  1.12407  -4.66263  -1.14701
H  -0.69864  -4.89440  0.46573
H  -1.27013  -4.16213  -1.05782
F  0.28669  0.70829  2.65944
C  -0.80031  0.36144  1.79690
F  -1.38951  -0.77002  2.52754
H  -1.52127  1.14500  1.98672
C  4.50855  0.84182  2.03093
N  3.74725  -0.37981  2.26210
C  4.03973  -1.24297  3.29270
C  3.35316  -2.37337  3.49141
C  2.26351  -2.72441  2.57780
O  1.67145  -3.79715  2.64310
N  1.96203  -1.78620  1.61281
C  2.68561  -0.67171  1.43254
O  2.39529  0.09639  0.48920
H  5.01711  1.11758  2.95235
H  3.83066  1.63501  1.73405
H  5.24592  0.70766  1.23814
H  4.86116  -0.93913  3.92735
H  3.58544  -3.04275  4.30547
C  -3.53807  5.69370  1.41946
S  -2.52795  6.64098  0.25638
C  -2.52034  5.60176  -1.14929
C  -2.11822  4.30392  -1.21184
S  -1.58987  3.21569  -0.00083
S  -2.21407  3.67896  -2.86398
C  -2.77212  5.06810  -3.70831
S  -3.03977  5.12734  -5.34679
S  -3.03800  6.37093  -2.63828
H  -3.76456  6.37010  2.24583
H  -2.98638  4.82315  1.76816
H  -4.46254  5.37752  0.93562

Output
total energy	-4603.57961	Eh
LUMO energy (spin up / spin down)	0.0900 / 0.0899	hartree
orbital gap (spin up / spin down)	6.37 / 6.37	eV
total charge	-1
E_HOMO (spin up / spin down)	-3.92 / -3.93	eV
expectation value of S²	8.754
multiplicity	6

Here are the Löwdin charges for atoms 1 to 2, given in e:
1. Mn 1.00
2. C -0.15